Record 1
{"formula": "C38H45Cl2N5O2Re", "method": "ωB97M-V/def2-TZVPD", "homo_ev": [-13.55, -13.45], "multiplicity": 2, "total_charge": 2, "gap_ev": [7.5, 6.9], "elements": ["Re", "N", "C", "C", "C", "N", "H", "H", "H", "H", "H", "H", "H", "H", "H", "H", "C", "C", "C", "C", "C", "C", "C", "N", "C", "C", "C", "C", "C", "C", "C", "N", "C", "C", "C", "C", "H", "H", "H", "H", "H", "H", "H", "H", "H", "H", "H", "H", "H", "H", "H", "H", "H", "H", "H", "H", "H", "H", "H", "H", "C", "C", "C", "C", "C", "C", "C", "C", "C", "C", "C", "C", "C", "C", "C", "N", "H", "H", "H", "H", "H", "H", "H", "H", "H", "H", "Cl", "C", "Cl", "C", "O", "O", "H"], "positions_angstrom": [[0.833, 0.417, -1.200], [1.994, 1.244, 0.518], [2.523, 0.402, 1.629], [3.638, -0.506, 1.194], [3.151, -1.651, 0.344], [2.693, -1.132, -0.960], [2.756, 1.792, 0.136], [1.356, 1.897, 0.925], [1.696, -0.183, 2.024], [2.875, 1.057, 2.423], [4.134, -0.899, 2.080], [4.395, 0.069, 0.641], [2.314, -2.161, 0.828], [3.950, -2.380, 0.217], [2.424, -1.903, -1.557], [3.468, -0.699, -1.450], [-0.169, -5.034, 3.102], [-0.289, -5.228, 1.585], [-1.602, -5.968, 1.264], [0.909, -6.062, 1.094], [-0.315, -3.892, 0.856], [-0.047, -3.794, -0.517], [0.094, -2.556, -1.102], [-0.056, -1.401, -0.413], [-0.548, -1.488, 0.826], [-0.638, -2.692, 1.497], [-1.031, -0.196, 1.330], [-2.119, -0.071, 2.177], [-2.612, 1.198, 2.482], [-1.975, 2.280, 1.870], [-0.907, 2.063, 1.025], [-0.434, 0.840, 0.757], [-3.804, 1.415, 3.400], [-3.444, 2.464, 4.467], [-4.979, 1.930, 2.546], [-4.224, 0.124, 4.105], [0.043, -5.997, 3.573], [-1.100, -4.659, 3.542], [0.646, -4.349, 3.363], [-1.634, -6.909, 1.818], [-1.682, -6.198, 0.196], [-2.472, -5.371, 1.555], [0.975, -6.984, 1.678], [1.851, -5.515, 1.218], [0.809, -6.349, 0.043], [0.073, -4.678, -1.136], [0.333, -2.457, -2.153], [-0.962, -2.689, 2.531], [-2.603, -0.957, 2.570], [-2.317, 3.298, 2.030], [-0.416, 2.901, 0.529], [-3.208, 3.439, 4.031], [-2.589, 2.135, 5.066], [-4.294, 2.602, 5.141], [-4.749, 2.898, 2.085], [-5.863, 2.058, 3.178], [-5.229, 1.219, 1.751], [-3.405, -0.296, 4.701], [-4.585, -0.635, 3.403], [-5.045, 0.346, 4.790], [-3.443, 1.352, -1.259], [-3.398, 2.724, -1.521], [-2.197, 3.332, -1.848], [-1.025, 2.582, -1.869], [-1.044, 1.240, -1.467], [-2.275, 0.613, -1.235], [0.256, 3.102, -2.361], [0.328, 4.228, -3.200], [1.527, 4.604, -3.720], [2.700, 3.911, -3.351], [3.980, 4.318, -3.793], [5.101, 3.666, -3.369], [4.975, 2.567, -2.496], [3.749, 2.144, -2.077], [2.575, 2.799, -2.498], [1.333, 2.379, -2.061], [-4.394, 0.862, -1.071], [-4.312, 3.309, -1.508], [-2.175, 4.393, -2.078], [-2.327, -0.450, -1.030], [-0.578, 4.757, -3.457], [1.591, 5.437, -4.413], [4.049, 5.167, -4.465], [6.080, 3.993, -3.697], [5.868, 2.051, -2.158], [3.676, 1.276, -1.432], [0.039, -0.544, -5.968], [1.611, -0.540, -5.183], [2.703, 0.624, -5.940], [1.511, -0.246, -3.686], [0.384, -0.362, -3.100], [2.500, 0.083, -3.013], [2.045, -1.518, -5.319]], "mulliken_spin": [0.772, 0.016, 0.005, -0.002, 0.000, 0.056, 0.003, 0.005, -0.001, 0.001, 0.000, 0.000, -0.002, 0.001, 0.001, -0.001, 0.000, 0.001, 0.002, 0.001, 0.003, -0.009, 0.028, -0.001, 0.014, -0.002, 0.011, 0.000, 0.000, -0.004, -0.002, -0.037, 0.001, 0.000, 0.000, 0.000, 0.000, 0.000, 0.000, 0.000, 0.000, 0.000, 0.000, 0.000, 0.000, 0.000, 0.000, 0.000, 0.001, 0.000, 0.003, 0.000, 0.000, 0.000, 0.000, 0.000, 0.000, 0.000, 0.000, 0.000, 0.002, -0.002, -0.002, -0.026, 0.126, 0.040, -0.030, -0.003, 0.001, -0.010, 0.000, 0.001, 0.006, 0.016, 0.001, -0.024, 0.000, 0.000, 0.001, 0.009, -0.001, 0.000, 0.000, 0.000, 0.001, 0.008, 0.001, -0.002, 0.000, 0.009, 0.007, 0.010, 0.000]}



Record 2
{"formula": "C3H8O2", "method": "ωB97M-V/def2-TZVPD", "homo_ev": -10.06, "smiles": "C#C.CO.O", "gap_ev": 11.0, "elements": ["C", "C", "H", "H", "C", "O", "H", "H", "H", "H", "O", "H", "H"], "positions_angstrom": [[0.360, -1.826, -0.931], [-0.622, -1.341, -1.461], [1.069, -2.520, -0.558], [-1.223, -1.210, -2.328], [-0.344, 1.908, 0.209], [-0.818, 0.678, 0.723], [0.538, 1.763, -0.423], [-0.079, 2.537, 1.057], [-1.118, 2.410, -0.378], [-0.988, 0.046, -0.036], [1.032, -1.171, 1.223], [1.821, -0.862, 1.679], [0.372, -0.413, 1.225]], "nbo_charge": [-0.092, -0.412, 0.245, 0.250, -0.250, -0.759, 0.170, 0.185, 0.170, 0.501, -0.982, 0.471, 0.503]}



Record 3
{"formula": "C4H9ClN", "method": "ωB97M-V/def2-TZVPD", "homo_ev": -14.54, "total_charge": 1, "gap_ev": 9.8, "elements": ["C", "C", "C", "C", "N", "Cl", "H", "H", "H", "H", "H", "H", "H", "H", "H"], "positions_angstrom": [[-0.483, 1.048, -0.132], [1.437, 0.102, 1.028], [-0.134, -1.349, -0.253], [-2.571, 0.833, -0.705], [0.211, 0.035, 0.195], [-3.245, -0.285, 0.309], [-0.395, 2.066, 0.072], [2.374, 0.148, 0.489], [1.602, -0.683, 1.802], [1.377, 1.011, 1.732], [0.738, -1.843, -0.603], [-0.843, -1.301, -1.123], [-0.508, -1.977, 0.524], [-2.802, 1.879, -0.486], [-2.624, 0.634, -1.810]], "nbo_charge": [0.250, -0.464, -0.418, -0.363, -0.299, 0.130, 0.213, 0.252, 0.259, 0.243, 0.239, 0.237, 0.244, 0.231, 0.247]}



Record 4
{"formula": "C5H10O", "method": "ωB97M-V/def2-TZVPD", "homo_ev": -9.02, "smiles": "C=C/C=C/C.O", "gap_ev": 9.9, "elements": ["C", "C", "C", "C", "C", "H", "H", "H", "H", "H", "H", "H", "H", "O", "H", "H"], "positions_angstrom": [[-0.327, 2.553, -0.107], [-0.408, 1.302, 0.347], [-0.224, 0.078, -0.440], [-0.820, -1.085, -0.292], [-0.256, -2.332, -1.020], [-0.312, 3.458, 0.494], [-0.191, 2.742, -1.213], [-0.602, 1.253, 1.435], [0.495, 0.216, -1.261], [-1.689, -1.359, 0.282], [0.225, -2.951, -0.254], [0.533, -1.992, -1.695], [-1.020, -2.829, -1.609], [1.839, 0.218, 1.678], [1.095, -0.348, 1.637], [1.661, 1.075, 2.020]], "nbo_charge": [-0.376, -0.223, -0.249, -0.162, -0.633, 0.202, 0.186, 0.194, 0.211, 0.202, 0.218, 0.208, 0.213, -0.943, 0.477, 0.475]}



Record 5
{"formula": "C6H42NO21P", "method": "ωB97M-V/def2-TZVPD", "homo_ev": -9.46, "gap_ev": 8.1, "elements": ["N", "C", "C", "C", "C", "P", "O", "C", "O", "O", "C", "O", "H", "H", "H", "H", "H", "H", "H", "H", "O", "H", "H", "O", "H", "H", "O", "H", "H", "O", "H", "H", "O", "H", "H", "O", "H", "H", "O", "H", "H", "O", "H", "H", "O", "H", "H", "O", "H", "H", "O", "H", "H", "O", "H", "H", "O", "H", "H", "O", "H", "H", "O", "H", "H", "O", "H", "H", "O", "H", "H"], "positions_angstrom": [[6.117, -0.109, -0.089], [5.277, -0.418, -1.261], [3.835, -0.909, -0.847], [2.796, 0.230, -0.789], [1.452, 0.063, -0.824], [0.607, -1.571, -0.894], [0.352, -1.991, 0.526], [0.881, 1.487, -0.781], [-0.263, 1.669, -0.974], [1.850, 2.426, -0.502], [3.063, 1.743, -0.681], [4.074, 2.312, -0.708], [5.484, 0.260, 0.614], [6.487, -0.982, 0.273], [5.780, -1.236, -1.820], [5.163, 0.446, -1.947], [3.502, -1.601, -1.658], [3.859, -1.511, 0.083], [1.448, -2.566, -1.464], [-0.651, -1.553, -1.540], [-0.422, -3.908, -2.920], [-0.510, -4.794, -2.543], [-0.762, -4.001, -3.817], [-2.010, 4.019, 0.503], [-1.744, 4.099, 1.428], [-1.291, 3.517, 0.100], [-3.975, 3.312, -2.018], [-3.280, 3.442, -1.361], [-4.026, 2.352, -2.106], [-4.587, 0.720, -1.095], [-5.506, 1.005, -1.049], [-4.532, 0.011, -0.447], [-1.595, -6.975, -2.313], [-2.523, -6.718, -2.271], [-1.519, -7.684, -1.665], [-6.971, -0.111, 0.036], [-7.892, 0.174, 0.082], [-6.916, -0.822, 0.686], [-3.439, -2.320, -1.027], [-2.951, -2.451, -1.848], [-2.754, -2.250, -0.350], [8.480, 1.027, 1.545], [9.056, 1.796, 1.630], [7.637, 1.392, 1.238], [-8.738, -2.334, -0.071], [-8.161, -2.450, -0.836], [-9.430, -2.993, -0.193], [-7.194, -0.206, -3.151], [-6.930, -0.114, -2.228], [-6.468, -0.700, -3.553], [5.944, -0.923, 2.344], [6.810, -0.661, 2.673], [5.361, -0.806, 3.103], [-5.400, 0.445, 2.669], [-5.568, 1.328, 3.014], [-4.976, 0.605, 1.817], [-5.583, -2.673, -4.685], [-5.695, -3.551, -4.304], [-5.931, -2.759, -5.580], [4.902, 3.681, 1.813], [3.946, 3.672, 1.694], [5.245, 3.687, 0.912], [-1.352, 3.876, 3.652], [-1.602, 3.002, 3.973], [-0.940, 4.299, 4.414], [6.892, 1.000, 4.100], [6.700, 1.895, 4.410], [7.302, 1.133, 3.232], [4.916, 3.547, 5.444], [4.234, 2.867, 5.491], [4.635, 4.113, 4.716]], "mulliken_charge": [-0.419, -1.186, -0.532, 0.659, -0.194, 0.689, -0.706, 0.449, -0.460, -0.375, 0.287, -0.431, 0.365, 0.249, 0.409, 0.353, 0.469, 0.371, 0.014, -0.033, -0.568, 0.312, 0.278, -0.624, 0.264, 0.360, -0.640, 0.329, 0.322, -0.596, 0.350, 0.253, -0.637, 0.322, 0.320, -0.538, 0.256, 0.289, -0.596, 0.300, 0.322, -0.636, 0.303, 0.292, -0.610, 0.324, 0.285, -0.645, 0.297, 0.339, -0.591, 0.289, 0.279, -0.623, 0.313, 0.306, -0.611, 0.311, 0.306, -0.578, 0.285, 0.309, -0.615, 0.314, 0.302, -0.647, 0.315, 0.337, -0.632, 0.318, 0.306]}



Record 6
{"formula": "C4H11NO3", "method": "ωB97M-V/def2-TZVPD", "homo_ev": -8.32, "smiles": "CCNCC(=O)O.O", "gap_ev": 8.8, "elements": ["C", "C", "N", "C", "C", "O", "O", "H", "H", "H", "H", "H", "H", "H", "H", "H", "O", "H", "H"], "positions_angstrom": [[-1.507, -1.587, -1.422], [-1.172, -0.441, -0.395], [0.031, -0.843, 0.300], [1.096, 0.191, 0.551], [1.503, 0.224, 1.930], [2.559, 0.537, 2.375], [0.513, -0.199, 2.794], [-2.654, -1.471, -1.521], [-1.170, -2.539, -1.170], [-0.965, -1.277, -2.273], [-2.014, -0.203, 0.327], [-0.951, 0.513, -0.881], [-0.257, -1.525, 1.024], [1.985, -0.079, -0.027], [0.799, 1.202, 0.180], [0.839, -0.850, 3.338], [0.381, 2.393, -1.756], [1.182, 2.831, -1.987], [-0.199, 3.122, -1.385]], "nbo_charge": [-0.608, -0.208, -0.653, -0.358, 0.774, -0.553, -0.725, 0.195, 0.209, 0.210, 0.154, 0.199, 0.381, 0.227, 0.259, 0.486, -0.941, 0.474, 0.476]}